(1)
The following is a quantum chemistry calculation of C33H45F4N3OPtSiTe as an isolated structure at a distorted geometry, from OMol25.

```
89
Properties=species:S:1:pos:R:3:forces:R:3
Pt 0.3335 -0.3888 -0.1031 -0.152 -2.107 -0.103
Te -0.5524 -0.2354 3.9330 -0.737 -0.641 1.247
Si 1.3664 -2.4420 0.3717 1.283 0.203 1.582
F 0.7876 2.6648 0.1568 0.216 -0.086 0.154
F -3.3130 2.3961 -2.2843 0.003 -0.145 0.078
F -3.8371 4.8591 -1.5695 -0.079 -0.073 -0.077
F 0.1510 5.1333 0.8917 0.054 -0.031 0.027
O 2.4306 0.3971 0.9122 0.070 -0.091 -0.539
N -0.8314 1.0858 -1.3985 0.214 0.973 1.071
N 0.5388 0.1942 2.0713 0.732 -0.058 -2.893
N -0.2602 -1.5999 -2.0395 0.218 0.693 0.461
C -1.9890 -1.0121 2.5703 0.010 0.001 0.011
C 2.1438 -2.5759 2.1352 -0.299 0.215 -0.213
C -0.4715 -0.5621 -3.0418 -0.263 0.257 -0.589
C -3.3042 -1.7280 7.2615 0.008 -0.054 0.040
C -3.5902 -0.5759 0.8194 -0.120 -0.073 0.019
C -2.5142 1.3838 1.9242 -0.006 -0.065 -0.120
C -2.7819 -1.1005 6.1318 0.006 0.065 -0.129
C -1.4961 -2.2675 -1.6471 -0.397 -0.178 0.040
C -3.8389 -1.9304 0.6680 -0.097 -0.013 0.131
C -0.6903 -2.2398 6.5001 0.130 -0.007 -0.161
C -1.2130 2.3313 -1.0644 -0.225 0.369 -0.215
C -2.6873 4.3068 -1.1243 0.126 0.162 0.102
C -2.3866 3.0143 -1.4991 0.088 -0.054 0.059
C -0.3917 3.1554 -0.2379 -0.066 -0.258 -0.187
C -3.1378 -2.8187 1.4728 -0.058 0.019 -0.042
C 2.9573 -2.7086 -0.6780 -0.144 0.119 -0.171
C 1.8163 0.4910 2.0062 -0.189 0.367 1.073
C -2.2042 -2.3879 2.4082 0.059 0.006 0.069
C -0.7106 4.4376 0.1225 -0.166 0.017 -0.075
C -3.6573 -0.1441 5.3620 -0.002 -0.121 0.075
C -4.8287 -2.4424 -0.3441 0.048 0.063 0.029
C -3.1165 -3.3025 9.2257 0.030 0.018 -0.052
C -2.6878 -0.1012 1.7675 0.019 0.089 0.188
C -1.4703 -1.3715 5.7268 0.007 0.495 -0.283
C 0.7065 -2.5588 -2.5474 -0.018 -0.080 -0.548
C -2.5482 -2.6131 8.0133 -0.005 -0.036 0.015
C 2.5765 0.9585 3.2350 -0.044 -0.049 -0.212
C -1.8728 5.0589 -0.3066 0.008 0.010 0.051
C -1.2377 -2.8540 7.6205 -0.082 0.011 0.007
C 0.4921 -4.1576 0.2422 -0.356 0.277 -0.111
C 0.7338 -2.5657 6.1207 -0.112 0.016 0.087
C -1.4272 0.4987 -2.5625 0.120 -0.041 0.033
C -1.4436 -3.4189 3.1949 -0.067 0.050 -0.070
H 2.7826 0.1011 3.8797 -0.028 0.010 0.050
H 1.3229 -2.8284 7.0001 -0.004 -0.030 0.021
H -5.6130 -3.0284 0.1389 -0.002 -0.013 -0.018
H 1.6575 -2.0569 -2.7219 -0.392 0.092 -0.195
H -0.4882 -4.1683 0.7245 0.019 -0.026 0.027
H 0.3755 -3.0126 -3.4958 -0.201 0.083 0.069
H -0.3721 -3.2484 3.0819 0.040 -0.052 0.096
H -3.1879 -4.3796 9.0600 -0.021 -0.012 0.031
H 3.0970 -2.0433 2.1512 0.028 0.008 -0.058
H 2.3274 -3.6125 2.4281 0.014 -0.066 -0.090
H -0.6322 -3.5447 8.2005 0.058 0.026 0.016
H -4.1613 -0.6630 4.5429 0.010 0.061 -0.062
H 3.5195 -3.5694 -0.3079 -0.034 -0.033 0.171
H -3.0504 0.6503 4.9300 -0.089 0.049 -0.028
H 1.2028 -1.7207 5.6216 0.107 -0.090 -0.019
H 0.4979 -0.0935 -3.2298 -0.053 -0.034 -0.015
H 0.7542 -3.4157 5.4343 0.074 0.037 -0.080
H -2.1251 -1.5795 -1.0846 0.071 -0.109 -0.094
H 0.8590 -3.3444 -1.8108 -0.041 0.371 -0.745
H -4.3265 -1.5172 7.5611 -0.017 0.028 0.008
H 3.5954 -1.8267 -0.6009 0.007 0.054 0.078
H -4.4187 0.3005 6.0045 -0.016 -0.028 0.020
H -2.4772 -3.1456 10.0962 -0.022 -0.014 0.033
H -2.8944 1.7149 2.8938 0.037 0.014 -0.004
H 2.7434 -2.8782 -1.7345 0.655 -0.124 0.516
H -2.1160 6.0702 -0.0224 -0.032 0.004 0.000
H -1.4585 1.6402 1.8669 0.020 0.128 0.003
H -1.6888 -3.3580 4.2540 0.041 -0.042 0.044
H 1.1126 -4.9110 0.7290 0.134 0.100 0.087
H -2.4206 0.0738 -2.3696 -0.046 -0.046 -0.157
H -2.0569 -2.6411 -2.5200 0.137 0.028 -0.046
H -4.3355 -3.0883 -1.0739 -0.026 -0.019 -0.037
H -3.0438 1.9219 1.1381 -0.015 0.006 -0.004
H 3.5215 1.3963 2.9210 0.021 0.013 -0.001
H 1.9969 1.6943 3.7920 0.021 -0.036 0.062
H -5.3004 -1.6191 -0.8800 -0.004 -0.005 -0.029
H 0.3521 -4.4713 -0.7942 -0.138 -0.369 0.353
H -4.1163 0.1370 0.1927 0.007 0.033 -0.010
H -1.2509 -3.1056 -0.9958 -0.156 0.169 -0.100
H -1.5423 1.2282 -3.3721 -0.020 -0.035 -0.011
H -0.8435 -0.9795 -3.9965 0.064 -0.252 0.210
H -3.3149 -3.8840 1.3584 0.034 -0.035 0.009
H -4.1130 -2.9291 9.4602 -0.012 -0.004 0.014
H -1.6779 -4.4224 2.8377 0.008 -0.008 -0.003
H 1.5128 -2.1145 2.8970 -0.007 -0.068 0.032
```
Positions in Å, forces in eV/Å.

The total energy is -70756.0431 eV. Its energy relative to the best compared isomer or geometry (same formula, charge and spin) is 43.1 kcal per mole. Its multiplicity is 2. Its total charge is -1. For the frontier orbital gap (alpha / beta), the calculation gives 0.24423 / 0.18847 Eh. As for the expectation value of S²: 0.791. The lowest unoccupied orbital energy (alpha / beta) is 2.450 / 1.291 eV.



(2)
The following is a quantum chemistry calculation of C18H35Br4O13Zr as an isolated structure at a distorted geometry, from OMol25.

```
71
Properties=species:S:1:pos:R:3:forces:R:3
Zr -3.4354 -0.3964 -1.0380 9.882 0.023 3.860
Br 4.6170 3.9202 -2.4571 -0.385 0.446 0.532
Br 1.1782 3.5501 -3.3896 0.128 0.116 0.335
Br 2.4521 -3.2531 1.1313 -0.212 -0.786 -0.533
Br 1.8270 -4.4845 -3.0385 -0.930 0.273 -0.143
O -3.2200 0.3420 1.2705 -1.427 -0.461 -2.170
O -1.2621 -0.4141 -0.6326 -5.917 -0.193 -0.988
O -0.7003 -0.2645 -4.7859 -2.385 2.772 1.088
O -3.1874 -2.1570 0.9054 -0.001 0.443 -1.392
O 3.9798 2.1446 0.9158 -1.580 0.242 -4.236
O -4.1029 0.4908 3.4684 1.449 -0.098 -2.263
O -2.4564 1.6780 2.9280 -0.522 -0.530 -0.681
O 1.9082 2.5082 1.6593 2.414 -1.320 0.298
O -4.1011 -4.1249 1.6340 0.887 0.460 0.875
O -2.2992 -3.4941 2.5787 -2.627 -0.234 -1.959
O 3.6384 1.8607 2.9870 -0.115 -0.786 1.138
O -1.8118 1.6363 -4.9907 1.977 -3.367 2.281
O -2.3190 0.2115 -3.1929 -1.452 -0.062 1.573
C -5.1188 -0.4741 3.3274 -0.967 -0.997 -0.404
C -1.0315 -2.9939 2.4024 2.133 1.785 -0.111
C 6.2055 2.6313 0.6412 0.753 -0.278 0.109
C 1.0738 -4.0104 -1.2853 0.534 -0.430 -0.152
C -5.4362 -3.8544 1.3189 -1.838 1.458 -0.850
C 5.2084 1.6476 1.2641 2.269 0.431 0.931
C 0.0995 -0.1234 -0.3346 0.002 -0.085 -0.499
C 3.0973 2.1491 1.8333 -3.975 1.701 0.956
C 1.9843 3.4489 -1.6165 -0.231 -0.228 1.224
C 2.0953 -4.5851 -0.3388 0.797 0.127 0.846
C -1.6566 0.5334 -4.2052 1.756 0.361 -3.590
C -2.7574 2.6086 -4.6893 -2.959 0.348 0.511
C -3.2767 0.7509 2.4445 0.490 2.740 3.126
C 5.0353 1.6309 2.7798 1.831 0.467 0.799
C -1.2764 2.0826 2.2232 1.266 -0.872 -1.166
C 3.0761 4.4626 -1.3102 0.350 -0.265 -1.535
C -3.1822 -3.1631 1.6231 -0.872 -2.597 1.689
C -0.0942 -1.2888 -4.0517 0.486 -1.809 1.326
H 1.8000 -5.5538 0.0644 -0.276 0.348 0.458
H -2.7171 3.4140 -5.4227 0.298 -0.261 0.164
H -1.1539 -1.9376 2.1627 0.527 0.296 0.211
H -1.4081 2.0490 1.1417 -0.423 0.151 -0.045
H 5.3849 0.6277 0.9226 -0.283 0.051 -0.501
H 0.9807 -2.9262 -1.2231 0.139 -0.191 -0.118
H 7.2489 2.3878 0.8415 -0.041 -0.429 -0.070
H -0.4929 1.3531 2.4284 0.020 -0.005 0.246
H 0.1892 0.9399 -0.1122 0.067 0.235 -0.064
H 0.6658 -0.3927 -1.2262 0.120 0.267 -0.080
H 3.3890 4.5322 -0.2684 -0.037 -0.524 -0.130
H 1.2057 3.5551 -0.8611 -0.321 0.292 -0.215
H -0.8388 3.0520 2.4615 -0.902 0.023 0.656
H -0.4694 -3.1175 3.3281 -0.132 -0.052 -0.179
H -5.8735 -3.0037 1.8416 0.774 0.705 0.129
H 6.0523 2.6525 -0.4377 0.095 -0.241 0.046
H 0.5188 -0.6813 0.5026 -0.530 -0.273 0.245
H -0.7932 -1.8804 -3.4605 -0.458 0.001 -0.190
H 3.0496 -4.8062 -0.8167 0.027 0.647 0.242
H 0.6460 -0.9609 -3.3219 0.129 0.650 -0.329
H 5.4164 0.7347 3.2694 -0.629 -0.176 -0.082
H -3.7259 2.1111 -4.7397 -0.392 0.125 -0.747
H -0.4913 -3.4351 1.5649 -0.119 -0.402 0.128
H -2.8521 2.9845 -3.6705 1.353 0.207 0.185
H 5.6050 2.4458 3.2263 -0.272 0.224 0.126
H 6.1384 3.6715 0.9601 -0.626 -0.085 0.422
H 2.8205 5.4696 -1.6400 -0.070 -0.144 -0.067
H -5.8950 -0.1333 2.6423 -0.187 0.295 0.247
H -5.5151 -0.6619 4.3253 -0.008 0.170 -0.204
H -6.2006 -4.5513 1.6625 1.019 -1.178 -0.350
H 0.1232 -4.4966 -1.0658 -0.124 0.098 -0.629
H 2.2980 2.4106 -1.5086 0.439 0.249 -0.137
H -4.7552 -1.4115 2.9063 0.344 0.044 0.250
H 0.4102 -1.9984 -4.7077 -0.195 0.432 -0.345
H -5.5111 -3.6495 0.2509 -0.332 -0.345 -0.101
```
Positions in Å, forces in eV/Å.

The total energy is -327267.2763 eV. Its total charge is +3. For the frontier orbital gap, the calculation gives 0.06518 Eh. The lowest unoccupied orbital energy is -13.988 eV.



(3)
The following is a quantum chemistry calculation of C34H37O2S2SbZn as an isolated structure, from OMol25.

```
77
Properties=species:S:1:pos:R:3:forces:R:3
Sb 0.0061 2.4153 -0.2643 -0.263 0.029 0.141
Zn -0.0077 -0.8372 0.3384 -0.501 -0.035 0.051
S 0.2324 0.3100 3.1419 -0.027 -0.242 -0.102
S 2.8315 -2.0543 0.6824 0.401 -0.538 0.116
O 0.4652 -1.0504 2.5012 -0.305 0.309 -0.037
O 1.9416 -0.9373 0.1924 0.092 0.304 -0.432
C -0.5634 -0.0095 4.6960 0.001 -0.054 0.000
C -2.2126 -0.8552 -1.3299 -0.034 -0.105 0.433
C 5.6489 -0.4627 -1.7173 -0.020 0.001 0.006
C -3.4072 -3.1425 -5.4351 -0.003 -0.002 0.042
C -1.8270 -0.4863 7.0879 -0.004 0.025 -0.009
C -4.0947 2.1811 -4.5436 -0.003 0.017 0.026
C 5.4437 -2.6275 0.0169 -0.077 -0.013 0.026
C -4.7594 2.9046 -3.5602 -0.017 0.055 -0.021
C -1.5180 -3.9270 -4.2007 0.002 0.011 0.005
C -3.4860 0.4690 -2.9335 0.097 -0.193 0.092
C -0.5653 2.4299 -2.3180 0.016 -0.074 0.039
C -2.3995 -4.0822 -5.2623 0.019 -0.046 -0.050
C -4.7973 2.4015 -2.2665 0.021 -0.028 -0.005
C -1.6857 0.8180 6.6316 -0.003 -0.014 0.003
C 3.3644 -1.6367 2.3514 0.109 -0.286 0.061
C -3.4677 0.9859 -4.2360 -0.001 0.054 -0.047
C -1.3467 -1.5493 6.3376 0.011 0.011 -0.003
C -1.0593 1.0636 5.4212 0.010 -0.021 0.019
C 6.7260 -1.3144 -1.5343 0.005 -0.029 0.009
C 0.1742 4.5628 -0.1056 0.173 -0.096 -0.037
C -0.7095 -1.3166 5.1276 0.000 0.013 0.027
C 2.8572 0.8658 2.5892 0.060 0.414 -0.118
C 4.4600 -0.6821 -1.0337 0.019 0.016 0.049
C -2.6397 -1.8875 -3.5004 0.019 0.204 0.150
C 6.6233 -2.3976 -0.6698 0.013 0.030 0.001
C -3.5301 -2.0691 -4.5692 0.000 -0.057 -0.090
C 1.8643 0.7633 3.7472 -0.046 0.103 0.216
C -4.1803 1.1982 -1.9616 0.043 0.129 0.056
C -1.9430 2.4440 0.6274 0.046 -0.070 -0.026
C 4.3778 -1.7553 -0.1633 -0.089 0.017 -0.141
C -2.7676 -0.7629 -2.5683 -0.132 0.075 -0.429
C -1.8248 -1.0021 -0.1364 0.372 0.042 -0.137
C 3.9020 -0.2363 2.5367 0.165 0.025 0.166
C -1.6332 -2.8501 -3.3388 0.017 -0.085 0.018
H -0.9702 2.0735 5.0414 -0.003 0.043 -0.017
H 7.4606 -3.0681 -0.5369 0.016 -0.022 -0.001
H -2.9368 0.4439 -5.0090 0.016 0.053 0.005
H -1.4760 -2.5635 6.6884 -0.012 -0.029 0.009
H 1.0671 4.9239 -0.6116 0.034 0.027 -0.029
H 3.3968 1.8071 2.6987 -0.022 0.067 -0.050
H -4.3350 -1.3603 -4.7112 -0.023 -0.052 -0.004
H -2.6161 2.9851 -0.0347 -0.043 0.026 -0.024
H 3.6040 -0.0356 -1.1644 -0.027 0.027 -0.034
H -2.3302 -0.6740 8.0258 -0.013 -0.008 0.035
H 0.2323 2.8807 -2.9062 0.031 0.025 -0.026
H 4.4776 -0.2322 3.4689 -0.040 0.009 -0.013
H -2.3058 -4.9209 -5.9399 0.000 -0.012 -0.003
H -1.4803 3.0081 -2.4304 -0.059 0.014 -0.032
H -0.7053 5.0040 -0.5695 -0.056 0.025 -0.021
H 1.7284 1.7220 4.2521 0.014 -0.014 0.017
H -4.2175 0.8042 -0.9531 -0.007 0.005 0.011
H 4.6204 -0.0108 1.7445 -0.023 0.009 0.018
H -5.2462 3.8409 -3.8014 -0.011 0.008 -0.004
H 4.1418 -2.3781 2.5473 0.024 -0.073 0.019
H 2.1448 0.0259 4.5021 0.026 -0.039 -0.014
H 7.6465 -1.1446 -2.0753 0.023 0.009 -0.007
H -1.8870 2.9577 1.5869 0.023 0.031 0.052
H -5.3254 2.9449 -1.4918 -0.010 0.007 0.024
H 5.7273 0.3734 -2.3979 -0.007 0.020 -0.019
H 0.2192 4.8638 0.9391 -0.007 0.000 0.058
H 2.3307 0.9293 1.6335 0.016 0.032 0.087
H -4.1162 -3.2553 -6.2463 -0.016 0.005 -0.020
H -2.0783 1.6426 7.2088 -0.020 0.028 0.032
H -0.9446 -2.7441 -2.5090 0.006 -0.005 -0.003
H -0.7421 1.4142 -2.6638 -0.058 -0.067 -0.007
H 5.3557 -3.4837 0.6731 -0.013 -0.042 0.033
H 2.5104 -1.8634 2.9909 0.044 0.026 -0.074
H -0.7278 -4.6520 -4.0452 0.015 -0.018 0.004
H -4.0560 2.5595 -5.5580 0.006 0.005 -0.019
H -0.3493 -2.1279 4.5107 0.001 -0.013 -0.022
H -2.3104 1.4287 0.7653 -0.009 0.000 -0.029
```
Positions in Å, forces in eV/Å.

The total energy is -116574.5623 eV. Its total charge is 0. For the frontier orbital gap, the calculation gives 0.16890 Eh. The lowest unoccupied orbital energy is -0.118 eV.